Density functional theory data (the ωB97M-V functional and the def2-TZVPD basis) for a cluster of 2 separate species, C2H2O3S in total.

Structure (XYZ):
```
8
Properties=species:S:1:pos:R:3:forces:R:3
C -0.8771 -0.1525 1.1717 0.638 -0.066 3.683
C -1.5387 -0.0216 0.0720 0.274 -0.814 -3.182
O 1.9845 -1.2088 -0.6146 0.004 0.581 -0.130
O 2.0197 1.2752 -0.6966 -0.046 0.070 0.249
O -0.4773 -0.1741 2.2801 -0.223 -0.206 -2.103
S 2.1550 0.0152 -1.3478 0.013 -0.634 -0.099
H -1.3712 -0.7396 -0.8270 -0.512 1.510 1.906
H -1.8949 1.0061 -0.0380 -0.148 -0.442 -0.324
```
Forces are in eV/Å.

orbital gap	8.29	eV
relative energy (zero: lowest compared OMol25 entry of this formula, charge and spin)	206.93	kJ/mol
E_HOMO	-9.5	eV

Löwdin charges, unit e, in atom order: atom 1 (C): -0.3069, atom 2 (C): -0.0203, atom 3 (O): -0.4369, atom 4 (O): -0.4270, atom 5 (O): 0.1518, atom 6 (S): 0.8629, atom 7 (H): 0.1033, atom 8 (H): 0.0731